{"formula": "C6H9N3O2", "method": "ωB97M-V with the def2-TZVPD basis set", "fmax_ev_per_a": 5.25, "smiles": "O=C1CN2CC[C@@H]2N1.N=C=O", "gap_ev": 9.13, "lumo_ha": 0.023, "relative_energy_kj_mol": 242.6, "species": ["C", "H", "H", "H", "H", "H", "N", "H", "H", "N", "C", "C", "H", "C", "H", "O", "C", "O", "N", "C"], "xyz": [[0.2665, 1.4220, -0.9728], [2.3404, -1.1931, 1.7513], [-0.4870, 0.8794, 1.0233], [2.2519, 0.5478, -1.6870], [0.5979, -0.7842, 2.0637], [0.6184, 2.2741, 1.0616], [1.5632, 0.4465, 0.5085], [-4.4436, 0.4189, 1.1131], [-0.6926, 1.1190, -1.3881], [-3.8478, 0.3165, 0.3245], [0.9517, -1.7546, 0.1037], [0.3876, 1.3357, 0.5511], [0.6420, -1.5181, -1.8999], [1.3510, 0.3621, -1.1144], [0.5538, 2.3819, -1.3916], [0.6507, -2.9225, 0.1338], [1.3870, -0.8985, 1.3359], [-2.0813, -0.9844, -0.4682], [0.9483, -1.0315, -1.0708], [-2.9581, -0.4170, 0.0223]]}



{"formula": "C2H6N4OS", "method": "ωB97M-V with the def2-TZVPD basis set", "fmax_ev_per_a": 5.89, "smiles": "NNC(=O)NC(N)=S", "gap_ev": 8.57, "lumo_ha": 0.009, "relative_energy_kj_mol": 311.1, "species": ["N", "N", "O", "H", "H", "S", "H", "N", "H", "H", "N", "C", "H", "C"], "xyz": [[0.1049, -0.1154, -0.6444], [-2.5710, 1.0283, 0.3781], [0.7369, 0.0412, 1.5531], [-0.7196, -0.6039, -1.3986], [-3.2705, 0.3553, -0.0501], [1.6487, -0.1878, -2.5939], [3.3368, -1.1519, -0.6459], [2.4724, -0.7654, -0.1959], [-2.2253, 1.8956, -0.0662], [2.1136, -0.8537, 0.7259], [-1.5116, 0.1724, 1.0510], [1.4492, -0.2992, -1.0206], [-1.3429, 0.5187, 2.1533], [-0.2217, -0.0342, 0.7543]]}



{"formula": "C52H54ClCsN6O", "method": "ωB97M-V with the def2-TZVPD basis set", "fmax_ev_per_a": 2.21, "gap_ev": 5.01, "lumo_ha": 0.143, "charge": -2, "relative_energy_kj_mol": 68.7, "species": ["H", "H", "Cs", "H", "C", "H", "C", "H", "C", "C", "N", "C", "H", "C", "C", "C", "C", "C", "H", "H", "C", "C", "C", "C", "C", "H", "H", "H", "C", "H", "C", "H", "C", "C", "H", "H", "H", "H", "Cl", "H", "C", "C", "H", "C", "H", "H", "H", "C", "H", "C", "H", "C", "H", "C", "H", "H", "N", "C", "H", "C", "C", "H", "C", "H", "C", "H", "N", "C", "C", "H", "H", "H", "H", "H", "C", "H", "H", "C", "C", "H", "H", "O", "C", "C", "C", "H", "C", "C", "C", "C", "H", "C", "N", "H", "C", "C", "C", "N", "H", "C", "H", "H", "H", "H", "H", "H", "C", "C", "C", "H", "H", "C", "H", "H", "N"], "xyz": [[-2.6036, -5.8317, 0.0901], [6.3244, -3.5805, 2.2039], [0.4105, 0.2305, -0.0081], [-1.0784, -2.2112, -4.3383], [2.8429, 1.9172, -6.2564], [-0.2239, -4.5136, -5.0724], [-1.5175, 3.0807, 3.0797], [7.1416, -2.4724, 3.3195], [2.0656, -3.1388, 1.1137], [0.3872, -1.4057, -6.9647], [0.3042, -2.5592, -1.2852], [3.3248, -1.4025, 1.4629], [3.9784, -4.9946, 3.3792], [3.9250, -0.1386, 1.3136], [3.9345, 2.7456, -0.8749], [1.3768, 1.1237, -3.3063], [-0.4245, -0.3428, -6.2240], [4.9583, -2.3287, 3.3265], [-1.7362, -2.2485, 0.8007], [0.2756, -6.6035, -0.6118], [-0.8929, 5.4126, 2.9025], [3.7934, -2.4408, 2.3938], [0.4785, 5.0499, 0.5055], [0.1921, 0.1007, -4.9350], [6.8194, 2.0186, 0.9466], [4.8412, -3.0373, 4.1531], [-3.2416, -3.3982, 4.6538], [1.8660, -5.9003, 4.4297], [6.2974, -2.5757, 2.6317], [-0.1792, -6.0640, -4.2493], [-0.9513, -4.1202, -2.4333], [3.1749, 2.7026, -6.9421], [-1.6266, -6.2574, 0.3312], [3.0060, -3.5252, 2.1730], [1.0716, -4.9947, 0.9205], [0.7328, 2.2676, -6.5295], [6.2935, 3.5675, -2.1568], [1.0163, 4.8883, -0.4210], [-0.2024, 8.0467, 3.1016], [5.0225, 3.3524, -3.3505], [-0.8507, -5.3017, -4.6513], [-1.9075, 0.9587, 3.8786], [7.5601, 2.3854, 1.6632], [5.3641, 3.9970, -2.5382], [1.4489, 3.2015, -5.2400], [-1.7655, -7.2954, 0.6462], [-1.2292, -5.6980, 1.1802], [-2.6327, 0.3379, 6.1229], [-2.6427, -4.0119, 2.3070], [-1.7429, -4.7425, -3.5419], [-2.3765, -5.5429, -3.1461], [3.0114, -4.8399, 2.8897], [4.6753, 4.7295, -0.6287], [4.4036, 2.1295, 0.2406], [4.6926, 0.1007, 2.0451], [-2.4306, -4.0049, -3.9667], [0.8214, 0.0477, -2.7170], [1.8908, -4.9285, 3.9278], [2.8527, 0.9666, -6.7944], [0.3310, -3.7256, -0.6156], [-0.6854, -6.1443, -0.8686], [5.1290, 2.3994, 2.2273], [1.4477, 2.2086, -5.7021], [-3.3025, -1.6692, 6.4357], [-0.9043, 4.1425, 2.3076], [-2.1591, 3.4489, 3.8967], [2.2809, -1.8593, 0.7499], [-0.4176, -2.7584, -2.4095], [-0.4667, -4.7321, -1.3163], [-0.1131, -1.7193, -7.8856], [3.5723, 1.8365, -5.4490], [-1.4319, -5.7491, -5.4631], [5.5882, 4.9815, -2.9587], [1.0638, 7.0835, 0.7146], [-2.8656, -2.6608, 3.9520], [-0.5663, 0.5239, -6.8783], [7.1653, 2.2646, -0.0601], [4.3121, 4.0806, -1.4316], [-2.1077, 1.2745, 5.2017], [0.9210, -4.7565, 3.4576], [6.7869, 0.9299, 1.0149], [-0.4686, 2.8909, 0.3424], [-0.3023, 3.9308, 1.0033], [-2.1815, -0.3964, 3.4617], [2.9721, 1.8175, -1.4809], [2.5271, 2.9101, -3.2392], [-0.5097, -1.8562, -3.4818], [-2.6767, -1.3272, 4.3927], [2.2838, 2.0096, -2.6816], [5.4380, 2.6239, 1.2014], [-2.7764, 0.6385, 7.1544], [3.7174, 0.8299, 0.3134], [-1.3423, 1.8189, 2.9238], [2.0158, -4.1540, 4.6878], [0.1244, -0.6181, -3.6619], [0.9809, 1.1895, -4.7110], [1.1281, -3.9862, 0.5185], [2.8759, 0.6986, -0.7276], [1.3788, -1.0267, -7.2205], [-2.5413, -3.0004, 2.6773], [-1.4160, 5.5579, 3.8433], [5.4974, 3.7152, 1.1471], [-1.4298, -0.7323, -6.0307], [-1.8235, 2.2547, 5.5610], [-1.0839, -6.7350, -1.6998], [3.4187, 4.5766, -1.8239], [-0.2163, 6.4577, 2.3331], [0.4986, 6.2595, 1.1370], [-2.0407, -1.9911, 1.8139], [2.9090, -5.6588, 2.1703], [6.4354, -1.8740, 1.8072], [-2.9230, -0.9342, 5.7346], [4.9661, -1.3371, 3.7904], [0.5327, -2.2880, -6.3385], [-1.8902, -0.7477, 2.1786]]}



{"formula": "C48H112N4O16", "method": "ωB97M-V with the def2-TZVPD basis set", "fmax_ev_per_a": 3.54, "smiles": "CC1(C)CCCC(C)(C)N1O.CC1(C)CCCC(C)(C)N1O.CC1(C)CCCC(C)(C)N1O.CC1(C)CCCC(C)(C)N1O.OCCO.OCCO.OCCO.OCCO.OCCO.OCCO", "gap_ev": 8.77, "lumo_ha": 0.015, "relative_energy_kj_mol": 0.0, "species": ["C", "H", "H", "H", "O", "H", "H", "H", "H", "C", "C", "H", "H", "H", "H", "C", "C", "H", "C", "C", "H", "H", "H", "C", "H", "H", "H", "H", "H", "H", "H", "H", "H", "C", "H", "H", "C", "O", "C", "H", "H", "O", "H", "C", "C", "C", "H", "N", "H", "H", "H", "C", "H", "H", "O", "C", "C", "H", "O", "N", "C", "C", "O", "H", "C", "H", "C", "H", "H", "C", "C", "H", "H", "H", "H", "H", "H", "C", "H", "H", "C", "O", "H", "C", "H", "H", "H", "H", "H", "H", "C", "H", "H", "H", "H", "H", "H", "H", "N", "H", "H", "O", "N", "C", "H", "H", "O", "H", "H", "H", "C", "H", "C", "H", "H", "C", "H", "H", "H", "C", "H", "C", "C", "C", "H", "H", "O", "O", "H", "H", "H", "H", "H", "H", "C", "H", "H", "C", "C", "C", "C", "H", "O", "C", "H", "H", "H", "O", "C", "C", "H", "H", "C", "H", "H", "H", "H", "C", "H", "H", "O", "H", "H", "C", "H", "O", "H", "H", "H", "O", "H", "H", "H", "H", "H", "H", "C", "C", "H", "H"], "xyz": [[1.9444, -3.4221, -0.3748], [-1.5204, 0.2619, -5.8429], [4.7483, 5.1016, -0.0566], [2.8667, -5.6073, -0.0012], [-0.5002, 2.8790, -5.2057], [-2.4715, -4.8604, -4.5220], [1.6135, 2.0933, 4.5911], [-3.1790, 4.6234, -4.1492], [-0.4086, -5.0857, 4.0909], [4.5793, -3.5328, -3.7765], [3.1409, 5.1644, -1.4820], [2.3988, 3.1440, 3.3799], [-0.4423, -0.2155, 5.5988], [6.5343, 0.5248, -0.2395], [0.9359, 1.7360, 2.3462], [-3.1280, -4.1193, 4.0798], [3.6341, -4.7116, -3.6181], [-1.8887, 2.8926, 0.0819], [-4.6216, 4.1578, 2.8130], [-1.7770, -1.0522, 4.1065], [-2.6612, -3.6090, -5.6807], [6.4383, -1.3362, -2.0939], [3.8183, 1.0874, -0.7144], [-1.4642, 4.1184, -3.3104], [-2.7856, -3.8442, 1.5772], [0.1198, -0.1260, 3.9787], [0.2970, 4.5077, -4.4788], [3.3913, 4.2842, -2.0807], [-1.2526, -5.4664, 2.6363], [-4.3546, 2.3278, -1.7714], [-1.1792, 0.9535, 4.4949], [1.8533, -0.7093, 1.9397], [-1.2724, 3.2613, -5.6625], [5.1977, -3.0350, -2.4851], [-0.1746, -1.9389, -3.8637], [4.6097, 7.6051, -0.0364], [4.3310, 5.8020, -0.7857], [2.1363, 4.7982, -0.5411], [-2.9763, -1.7639, 1.9569], [-2.1684, 5.5053, 2.8675], [0.8172, -2.4635, 3.5330], [0.5217, 5.0930, 3.6057], [-1.9811, 3.2590, -2.8557], [-4.4221, 2.6709, 2.9089], [-3.8070, -3.9325, -2.7984], [-3.5373, 0.6295, -4.2615], [-4.6075, 0.9546, 1.5790], [-3.5152, -1.7746, -3.8594], [4.6259, -3.5671, 3.2927], [-3.1617, -4.0159, 5.1740], [4.3427, -4.8396, 0.4699], [-2.3948, 4.8816, 2.0038], [7.2770, -3.7214, -2.4397], [1.9551, -3.5873, -2.8393], [1.6665, -2.1521, 3.2092], [6.2894, -3.9928, -2.0466], [-2.1536, -0.6982, 2.6612], [5.9773, 2.2154, -0.2445], [-0.6636, -2.7801, 5.3708], [-1.1309, -2.4140, 4.1202], [-3.0777, -1.0557, 5.0107], [-2.1581, -3.0479, 2.0269], [4.6386, 0.5953, -0.7651], [-3.8774, 6.8225, 0.8183], [3.1636, -3.9381, -1.1937], [-4.9795, 2.2008, 3.7236], [-4.8527, 2.1542, -0.8132], [1.6060, 4.3936, 5.2176], [4.2410, -5.7966, -1.0544], [-2.6954, -0.6088, -4.3773], [3.9706, -2.7140, 3.1173], [-4.6443, -4.2596, -3.4623], [-1.1612, 4.7367, -2.4564], [-3.3725, 2.3858, 3.0906], [-1.1533, -3.5925, -4.7162], [-5.8609, 2.2051, 1.3399], [-2.5737, 0.3007, 2.5829], [-2.2246, -3.8203, -4.7000], [-4.8608, 1.0655, -0.8493], [1.6976, 3.0288, -0.4998], [3.7379, -5.0854, -0.4000], [1.7327, 0.1358, 1.4946], [-3.9987, 0.6624, -3.2756], [-4.8203, 2.0095, 1.5606], [1.4327, -2.6859, -1.0035], [-4.0725, 6.7733, 2.5144], [-4.2635, -3.3438, -1.9905], [-1.4563, -1.5280, -5.9641], [-3.0605, -1.5003, 0.8902], [6.0527, -4.9835, -2.4078], [1.4481, 2.8813, 3.8269], [-5.4547, 6.3508, 1.5831], [0.0026, -4.2842, 2.5523], [-4.3536, 0.7349, -4.9889], [2.1414, 5.4476, 0.1811], [0.0054, 4.6964, 2.8906], [-3.9154, -1.9363, 2.4644], [2.0785, -0.5256, -0.4156], [4.0773, -2.8169, -1.5630], [-2.1623, -2.2138, -1.5901], [-1.7341, 5.2129, 1.1992], [0.5639, 2.4949, 2.8083], [-4.2344, 4.1396, 0.4252], [-3.9003, 4.8514, 1.6296], [2.0159, -5.3432, -2.3280], [-5.7055, 4.2789, 2.7616], [-3.4536, 4.7223, -0.6372], [-5.3249, -2.1437, -4.3556], [2.0621, -2.9805, 0.6169], [-4.0931, -3.7677, 3.7123], [-2.6047, 2.1159, 0.3570], [6.3873, -1.8547, -3.7557], [-4.3717, 6.2391, 1.5980], [-3.3398, -4.8596, -2.4744], [-3.0472, -1.6972, 5.8849], [0.8547, 4.0583, 4.4982], [-4.0003, -1.4003, 4.5357], [-4.1347, 5.1871, -1.1488], [-2.2609, 1.8118, 1.3486], [-2.8545, -3.0377, -3.5508], [-5.8621, 2.5382, -0.7650], [1.3010, -0.0524, 0.2047], [-0.8129, -4.6331, 3.1818], [-0.7776, -0.0538, 4.5800], [-1.2226, -2.9375, 1.4569], [4.7107, -1.4020, -0.4850], [4.5868, -1.6138, 3.6967], [4.5192, 2.1350, 1.9283], [3.1310, -4.9578, -4.5540], [5.0886, 6.1372, -1.4823], [-2.9134, 1.5295, -4.2610], [-2.7886, -0.5714, -6.6026], [-0.0797, 3.6890, 4.9368], [3.6622, 1.8633, 1.5414], [-2.1051, -0.6603, -5.7624], [0.0111, 1.6981, -0.0864], [-0.0185, -1.4492, -2.1836], [0.9452, 1.2515, -0.4559], [-0.7647, -1.6650, -2.9748], [-4.0511, 2.6576, 0.3866], [5.7366, 1.2018, 0.0213], [6.4031, 1.4360, 2.0557], [-4.5279, -1.9882, -4.8697], [-1.8490, -3.5475, 3.4104], [-0.9866, 0.4717, -3.7107], [0.4098, -0.6861, 0.1600], [6.4107, -3.9961, -0.9530], [-2.2575, 4.9088, -4.1203], [5.4968, 1.1269, 1.5282], [-1.7453, -2.7010, -2.4925], [-3.1818, -5.1858, 3.8770], [-1.4315, -2.7871, 5.9662], [5.7723, -1.7030, -2.8736], [4.0016, -2.7501, -4.2637], [1.2239, -4.2358, -0.3093], [-2.5587, 1.2682, -0.3356], [4.1154, -5.6665, -3.3428], [-1.5987, -0.3575, -3.3428], [-1.2659, -3.6383, -2.2176], [-2.0804, 3.8589, 2.2390], [3.8920, 6.9452, -0.0501], [-4.2374, 4.7292, 3.6495], [0.7126, 1.0410, -1.5030], [2.6349, -3.1257, 3.4850], [-1.1908, -0.5708, 2.1272], [2.0451, 2.1348, -0.3818], [2.6796, 5.9016, -2.1696], [3.8915, -0.9397, 3.8613], [-3.3318, -0.0162, 5.2731], [4.6377, -2.3606, -0.3216], [5.0327, -0.9348, -3.0834], [5.3826, -3.6690, -4.5143], [5.2361, 0.1037, 1.8407], [-2.1637, -0.0227, -2.4649], [2.3721, -4.1089, 3.1398], [0.3692, 2.9524, -3.4901], [2.5774, -4.4236, -2.5160], [-0.2336, 3.6312, -4.1022], [2.7439, -3.2695, 4.5724], [4.0416, -2.5603, 2.0481]]}